No. 1
# C13H23N2O4

A cluster of 2 separate species, C13H23N2O4 in total (the ωB97M-V functional and the def2-TZVPD basis, the OMol25 dataset).

Geometry as XYZ:
```
42
Properties=species:S:1:pos:R:3:forces:R:3
C 2.224 0.117 -3.358 -0.4 -0.4 -0.7
C 1.257 0.610 -2.841 0.4 1.4 0.6
C 0.322 1.547 -2.161 -0.5 -0.8 -0.4
C -0.064 1.155 -0.705 -0.4 -0.3 -0.8
N -0.807 -0.124 -0.713 -0.1 0.3 0.1
C -1.071 2.207 -0.198 0.8 -0.3 -0.3
C -0.454 3.539 0.192 -0.4 0.4 0.9
O -1.152 4.349 0.755 -0.4 0.2 0.0
N 0.924 3.853 -0.060 -0.2 0.2 0.0
C 1.076 4.949 -1.026 -0.1 -1.1 -0.6
C 1.686 4.062 1.180 0.5 -0.8 0.1
C 1.134 0.968 0.272 0.8 0.5 1.5
O 2.316 0.938 -0.094 0.1 0.0 -1.5
O 0.798 0.897 1.474 -1.1 0.1 0.4
H 2.953 -0.361 -3.972 0.0 0.0 0.3
H 0.651 2.591 -2.240 0.4 -0.4 0.1
H -0.617 1.501 -2.747 0.1 0.1 0.2
H -1.747 0.055 -1.053 0.1 -0.3 -0.2
H -0.347 -0.807 -1.307 -0.1 0.0 0.0
H -1.615 1.774 0.650 0.3 0.4 0.1
H -1.836 2.424 -0.969 0.3 -0.1 0.1
H 0.147 5.016 -1.614 0.2 0.3 0.2
H 1.846 4.635 -1.752 0.0 0.5 0.3
H 1.331 5.912 -0.563 -0.2 -0.2 -0.1
H 2.556 3.388 1.159 -0.2 0.2 0.0
H 2.048 5.098 1.285 -0.3 -0.2 0.0
H 1.093 3.769 2.054 0.1 0.2 -0.2
C -0.728 -2.688 2.165 0.2 -0.1 -0.2
C -1.832 -3.290 1.315 0.1 0.1 0.3
O -1.369 -3.865 0.101 -0.2 0.0 -0.2
C -0.442 -4.922 0.226 0.1 0.0 0.1
C -0.972 -6.116 1.005 -0.1 0.0 0.1
H -0.185 -1.925 1.601 -0.1 0.1 0.1
H -1.145 -2.229 3.062 0.0 0.0 0.0
H -0.001 -3.440 2.482 -0.1 0.0 0.1
H -2.528 -2.498 1.034 0.1 0.0 -0.2
H -2.413 -4.026 1.885 0.0 0.0 0.0
H 0.493 -4.556 0.664 0.0 0.0 0.1
H -0.203 -5.239 -0.791 -0.1 0.1 0.0
H -1.220 -5.854 2.034 0.1 0.0 0.0
H -0.226 -6.912 1.032 0.0 0.0 0.0
H -1.880 -6.503 0.537 0.0 0.0 0.0
```
Forces are in eV/Å.

## Properties
Charge: -1
Spin multiplicity: 1
LUMO level (eV): 3.06

No. 2
# C5H9NO

An isolated molecule of C5H9NO (the ωB97M-V functional and the def2-TZVPD basis, the OMol25 dataset).

Geometry as XYZ:
```
16
Properties=species:S:1:pos:R:3:forces:R:3
C 0.187 -0.947 0.772 -2.1 -0.3 -0.2
C 2.308 -0.529 1.270 1.8 1.2 1.1
C -1.886 1.001 -1.795 0.1 0.0 0.1
N 1.086 -0.855 1.776 0.8 -0.6 -1.4
C -0.250 0.112 -0.099 0.6 -0.1 0.4
C -1.358 -0.032 -0.857 -0.1 0.0 -0.2
O 0.426 1.302 -0.138 -0.2 -0.1 0.1
H 1.191 1.252 0.450 0.2 -0.1 0.0
H 1.010 -1.486 2.567 -0.1 0.2 0.1
H -0.425 -1.843 0.756 -0.2 0.2 0.0
H 3.047 -0.082 1.923 -0.1 0.0 0.2
H 2.660 -0.733 0.274 -0.6 -0.3 -0.2
H -1.907 -0.960 -0.778 0.1 -0.1 0.1
H -2.022 0.583 -2.795 0.0 0.0 0.0
H -2.860 1.372 -1.465 0.0 0.0 0.0
H -1.205 1.847 -1.861 0.0 0.0 0.0
```
Forces are in eV/Å.

## Properties
Charge: 0
Spin multiplicity: 1
LUMO level (spin up / spin down) (eV): 0.44 / 0.39

No. 3
# CHLiO2V

A structure of composition CHLiO2V (the ωB97M-V functional and the def2-TZVPD basis, the OMol25 dataset).

Geometry as XYZ:
```
6
Properties=species:S:1:pos:R:3:forces:R:3
H -0.147 -0.311 0.081 1.1 -1.1 2.9
O 0.738 -0.609 0.718 -4.2 0.8 -0.6
C 1.365 -0.037 -0.306 1.2 1.6 -2.5
O 2.282 -0.829 -0.701 1.4 -0.3 0.1
Li 2.871 0.476 -1.898 0.1 0.5 -0.6
V 2.224 -1.926 0.941 0.3 -1.5 0.7
```
Forces are in eV/Å.

## Properties
Charge: +2
Spin multiplicity: 4
LUMO level (spin up / spin down) (eV): -11.27 / -10.60